27
Properties=species:S:1:pos:R:3:mulliken_charge:R:1 method="wB97M-V/def2-TZVPD" lumo_energy_ev="-3.396 / -3.397" total_charge=+1 relative_energy_kcal_mol=102.6 largest_force_ev_per_a=4.7
C 0.200 2.501 0.535 -0.7783
C -1.562 -1.994 -0.259 -0.9472
C -1.017 1.628 1.073 -0.5890
C 0.734 1.693 -0.697 -0.7842
C -1.755 -0.465 -0.394 -0.7358
C 2.466 0.111 -0.791 -0.2526
C -0.056 -2.402 -0.342 -0.3447
C 0.408 -0.172 0.701 -0.9008
N -0.908 0.238 0.655 0.0578
N 1.274 0.393 -0.287 0.2971
N 0.679 -1.656 0.758 -0.0426
H -0.222 3.434 0.307 0.3975
H 0.816 2.590 1.425 0.3484
H -2.082 -2.193 0.612 0.4173
H -1.930 -2.467 -1.061 0.4598
H -0.905 1.816 2.248 0.2378
H -1.856 2.166 0.681 0.4352
H -0.060 1.517 -1.292 0.2788
H 1.393 2.375 -1.173 0.5238
H -1.521 -0.018 -1.315 0.3404
H -2.689 -0.159 -0.114 0.6211
H 2.938 0.838 -1.484 0.2232
H 2.900 -0.891 -0.846 0.2531
H 0.221 -3.388 -0.048 0.4512
H 0.314 -2.064 -1.349 0.2519
H 0.474 -1.805 1.748 0.4150
H 1.747 -1.624 0.709 0.3659